No. 1
{
  "formula": "C5H13NO",
  "method": "ωB97M-V/def2-TZVPD",
  "elements": ["C", "H", "H", "C", "H", "H", "H", "H", "H", "H", "H", "H", "C", "N", "O", "H", "C", "H", "C", "H"],
  "xyz": [[0.6276, -0.2109, 1.2914], [-1.2711, 1.3367, -1.7291], [2.3004, 0.5539, -0.3097], [1.7603, 0.6748, 0.7048], [2.5247, 0.7914, 1.5005], [-0.8103, -1.0522, -1.8610], [1.4329, 1.6717, 0.3510], [-2.7158, 0.4242, 0.6667], [1.0409, -0.9507, 1.9421], [0.5457, -0.0932, -1.4869], [-0.2564, 0.2393, 1.7015], [-3.0473, -0.2401, -0.9071], [-0.3970, -0.4368, -1.0338], [-2.6426, 0.5599, -0.3738], [2.6168, -0.4567, -0.4290], [-0.7138, 1.5029, -0.0947], [0.1031, -1.2116, 0.2514], [0.7950, -1.9996, -0.0407], [-1.2642, 0.7863, -0.7569], [-0.6290, -1.8895, 0.6134]],
  "forces_ev_per_angstrom": [[0.48, -1.85, -2.00], [-0.15, -0.20, 0.52], [2.32, -0.40, -4.48], [-1.39, -1.67, 5.22], [-0.35, 0.18, -0.87], [-0.19, 0.00, 0.81], [0.19, -0.54, -0.45], [-0.14, -0.23, -1.68], [0.63, 0.36, 1.35], [-0.26, 0.17, 0.02], [0.11, 0.91, 0.47], [0.50, 0.85, 0.97], [1.20, -0.60, 0.39], [-0.36, -0.50, 1.35], [-0.98, 2.19, 1.69], [-0.91, -0.65, -0.11], [-0.77, 0.44, -2.52], [0.84, 0.72, -0.18], [0.75, 0.72, -1.54], [-1.50, 0.10, 1.04]],
  "total_energy_ev": -8928.4023,
  "charge": 0,
  "relative_energy_ev": 5.609,
  "e_homo_ev": -9.137,
  "e_lumo_ev": 0.37
}

---

No. 2
{
  "formula": "C5H13NO",
  "method": "ωB97M-V/def2-TZVPD",
  "elements": ["C", "H", "O", "H", "C", "H", "H", "H", "H", "C", "H", "N", "H", "H", "H", "H", "C", "C", "H", "H"],
  "xyz": [[1.6256, -1.4290, -1.1098], [1.2006, -0.5722, -1.6413], [2.8743, -1.0366, -0.5756], [-2.3343, 0.8669, 1.3946], [0.6213, -1.7801, 0.0045], [-0.8295, 1.5956, 1.5577], [-2.4096, 2.0994, -0.9494], [1.2069, -2.4361, 0.6546], [-2.2809, 3.2578, 0.3638], [0.1562, -0.5381, 0.7709], [1.7335, -2.2618, -1.8073], [-0.9076, 0.1333, 0.0111], [3.3138, -1.8076, -0.2020], [-0.2466, -0.7902, 1.7400], [-0.4203, 0.5669, -0.7692], [-0.2221, -2.3288, -0.4170], [-1.5056, 1.2173, 0.7714], [-1.7983, 2.4075, -0.1133], [-0.8780, 2.8110, -0.5227], [1.1008, 0.0250, 0.8389]],
  "forces_ev_per_angstrom": [[-0.98, 0.12, 0.35], [0.46, -0.02, -0.28], [0.20, 0.24, -0.10], [-0.41, -0.09, -0.61], [0.54, -0.32, -0.11], [0.33, -0.13, -0.15], [-0.31, -0.01, -0.33], [-0.37, -0.20, 0.29], [-0.18, -0.21, 0.33], [0.30, -0.82, -1.10], [0.00, 0.01, -0.07], [0.77, 0.24, 0.03], [-0.10, 0.02, -0.03], [0.10, -0.09, 0.38], [-0.35, -0.03, -0.16], [-0.04, -0.04, 0.11], [0.51, 0.82, 1.21], [-0.36, 0.03, -0.26], [0.34, -0.08, -0.10], [-0.47, 0.55, 0.59]],
  "total_energy_ev": -8932.7090,
  "charge": 0,
  "relative_energy_ev": 1.302,
  "smiles": "CCNCCCO",
  "e_homo_ev": -8.943,
  "e_lumo_ev": 1.02
}

---

No. 3
{
  "formula": "C5H13NO",
  "method": "ωB97M-V/def2-TZVPD",
  "elements": ["H", "H", "H", "H", "H", "H", "H", "C", "H", "H", "C", "H", "H", "H", "C", "C", "N", "O", "C", "H"],
  "xyz": [[-2.9070, 0.1319, 1.2221], [-2.3931, 0.3965, -0.4075], [1.8465, -1.1204, -3.1412], [-0.1799, -0.7367, 0.0664], [0.3370, -1.1411, -2.1339], [-1.0656, 0.5168, 3.1214], [-0.8446, -1.2414, 1.6858], [2.2471, -0.2673, -1.2301], [-0.2731, 2.0953, 3.0406], [2.9649, -1.0053, -0.8762], [1.2641, -0.6062, -2.3924], [0.8311, 0.3332, -2.6906], [1.7467, 0.2997, -0.4445], [-2.9021, -1.0621, 0.0109], [-2.2704, -0.2975, 0.4482], [-0.8691, -0.4719, 0.8922], [-0.5149, 1.2055, 2.6293], [0.2774, 1.6012, 0.5206], [-0.2022, 0.8440, 1.3294], [2.9070, 0.5258, -1.6503]],
  "forces_ev_per_angstrom": [[0.11, 0.07, 0.26], [0.67, 0.31, 0.52], [-0.37, -0.02, -0.64], [-0.65, -0.54, 0.35], [0.66, -0.56, 0.22], [0.25, 0.51, 0.35], [0.35, 0.29, -0.30], [0.12, 1.56, -0.93], [-0.04, -0.22, -0.20], [-0.57, -0.47, 0.08], [0.16, -0.08, 1.57], [0.31, 0.49, -0.76], [0.07, -0.58, 0.21], [0.71, -1.32, 0.45], [-2.20, 1.93, -1.40], [2.06, -0.88, -0.08], [0.34, -0.96, -0.65], [0.73, 0.08, 0.07], [-2.51, 0.83, 0.77], [-0.19, -0.44, 0.10]],
  "total_energy_ev": -8933.1769,
  "charge": 0,
  "relative_energy_ev": 0.834,
  "smiles": "CCC(N)=O.CC",
  "e_homo_ev": -9.853,
  "e_lumo_ev": 0.89
}

---

No. 4
{
  "formula": "C5H13NO",
  "method": "ωB97M-V/def2-TZVPD",
  "elements": ["H", "O", "C", "C", "C", "H", "H", "N", "C", "H", "H", "H", "H", "H", "H", "H", "H", "C", "H", "H"],
  "xyz": [[-2.2605, 2.0797, 1.1172], [-2.2862, 0.9251, -0.6214], [-2.0497, -1.3687, -0.5882], [2.3509, 0.5041, 1.0535], [1.8972, -0.8564, 0.4197], [-0.6258, 0.1283, -0.4852], [-2.7578, -1.5898, 0.1442], [-1.3973, -0.1783, -0.3301], [2.3285, -1.2033, -0.7572], [2.1590, -2.1558, -1.1561], [3.1193, 0.2191, 1.7813], [1.4366, -1.4466, 1.1747], [-2.2819, 2.8253, -0.4297], [1.4578, 1.0454, 1.5709], [-0.7484, 1.9785, 0.1220], [-1.1695, -2.0395, -0.2122], [2.5120, 1.1720, 0.2394], [-1.8728, 2.0314, 0.1097], [-2.3942, -1.6326, -1.5939], [2.5828, -0.4378, -1.5585]],
  "forces_ev_per_angstrom": [[-0.02, -0.32, 0.57], [-0.20, -1.05, -0.33], [3.91, -2.65, 0.19], [-3.49, -0.79, 0.28], [1.15, 2.74, 2.23], [11.97, 3.24, -3.26], [-1.66, 0.03, 1.01], [-13.13, -1.18, 3.45], [-0.48, 1.36, -2.48], [-0.24, -1.42, -0.45], [0.10, 0.84, -0.38], [-0.28, -1.17, 0.06], [-0.12, 1.77, -0.77], [1.46, -1.24, -0.32], [-0.87, 0.93, 0.17], [-1.52, 0.07, -1.27], [1.36, 0.57, -0.38], [1.52, -1.12, 0.31], [0.19, 0.27, -0.07], [0.37, -0.87, 1.44]],
  "total_energy_ev": -8927.9961,
  "charge": 0,
  "relative_energy_ev": 6.015,
  "smiles": "C=CC.CNOC",
  "e_homo_ev": -8.288,
  "e_lumo_ev": 1.02
}

---

No. 5
{
  "formula": "C5H13NO",
  "method": "ωB97M-V/def2-TZVPD",
  "elements": ["C", "H", "C", "H", "H", "N", "C", "H", "H", "H", "C", "H", "H", "H", "H", "C", "H", "H", "O", "H"],
  "xyz": [[-0.4594, 0.8227, -2.4772], [1.3457, 0.6462, 1.1222], [1.1614, -0.3465, 1.4060], [1.2209, -0.9212, 0.4301], [-0.9339, -0.1680, 1.0198], [0.4894, -0.2193, -2.5387], [-0.0257, 2.0207, -1.6410], [-1.0505, -1.8976, 3.0870], [-0.1441, -2.4337, 1.7355], [-0.6460, 2.8904, -2.1004], [-0.8594, -1.7604, 2.0683], [-0.6519, 0.4469, 2.5950], [0.4326, -1.0583, -3.1185], [-1.9202, -1.7321, 1.7821], [-0.4102, 1.8652, -0.5855], [-0.3210, -0.3707, 1.8261], [1.8517, -0.6644, 2.1423], [1.1021, 2.1982, -1.7355], [-1.4455, 0.9709, -3.1580], [1.2640, -0.2890, -1.8595]],
  "forces_ev_per_angstrom": [[1.71, 0.55, -0.50], [0.81, 1.54, -0.26], [-2.18, -0.55, -1.62], [0.27, 0.19, 1.30], [-0.55, 1.55, -2.26], [-0.02, -0.14, 0.52], [-0.43, 0.90, 0.17], [0.52, -0.65, 2.04], [0.44, -1.85, -1.07], [1.39, -1.38, 0.96], [-1.76, 1.99, 1.53], [0.96, -1.66, -0.94], [-0.65, 0.75, 0.19], [0.51, -0.95, -1.09], [0.88, 0.33, -1.01], [0.31, 0.90, 1.71], [0.65, -0.52, 0.65], [-1.69, -0.14, 0.51], [-0.16, -1.42, -0.21], [-1.02, 0.54, -0.61]],
  "total_energy_ev": -8932.4760,
  "charge": 0,
  "relative_energy_ev": 1.535,
  "smiles": "CC(N)=O.CCC",
  "e_homo_ev": -9.836,
  "e_lumo_ev": 0.80
}

---

No. 6
{
  "formula": "C5H13NO",
  "method": "ωB97M-V/def2-TZVPD",
  "elements": ["C", "C", "C", "H", "H", "H", "C", "H", "C", "O", "H", "H", "H", "H", "N", "H", "H", "H", "H", "H"],
  "xyz": [[1.5630, 0.7555, 0.1576], [-0.5439, -0.6753, -0.4058], [-0.1667, -0.0235, 2.0232], [-2.1888, 0.3692, -1.3696], [0.1519, 0.7701, 2.7089], [-1.2531, -1.3253, 0.1216], [-0.0338, 0.4186, 0.5668], [1.5492, 1.3191, -0.7765], [-1.2909, -0.1900, -1.6537], [-0.7160, 1.6684, 0.4766], [1.1451, -1.0966, -1.5544], [-1.6178, -1.0327, -2.2736], [2.3246, -0.0288, 0.1601], [-1.2182, -0.2316, 2.2733], [0.5660, -1.5339, -0.8411], [-0.9000, 2.0143, -0.4119], [-0.6650, 0.4611, -2.2706], [0.9344, -2.1447, -0.1145], [0.4260, -0.9165, 2.2430], [1.9341, 1.4226, 0.9405]],
  "forces_ev_per_angstrom": [[-1.55, 0.32, 1.57], [0.32, -0.79, -0.50], [-0.11, 0.26, 0.09], [0.14, 0.00, -0.05], [0.09, -0.08, -0.25], [0.12, 0.11, 0.14], [2.37, 0.74, -1.11], [0.10, -0.20, -0.08], [-0.11, 0.32, 0.28], [-0.49, 0.15, 0.39], [0.22, -0.55, 0.85], [0.24, 0.10, 0.25], [-0.63, -0.24, -0.30], [0.25, -0.02, -0.25], [-1.48, -0.45, -0.24], [0.44, -0.74, 0.24], [0.04, 0.01, -0.05], [0.42, 0.63, -0.71], [-0.04, 0.06, -0.18], [-0.31, 0.35, -0.09]],
  "total_energy_ev": -8932.8091,
  "charge": 0,
  "relative_energy_ev": 1.202,
  "smiles": "C[C@@H](N)C(C)(C)O",
  "e_homo_ev": -8.739,
  "e_lumo_ev": 0.90
}

---

Copy entry 4 word for word.
{
  "formula": "C5H13NO",
  "method": "ωB97M-V/def2-TZVPD",
  "elements": ["H", "O", "C", "C", "C", "H", "H", "N", "C", "H", "H", "H", "H", "H", "H", "H", "H", "C", "H", "H"],
  "xyz": [[-2.2605, 2.0797, 1.1172], [-2.2862, 0.9251, -0.6214], [-2.0497, -1.3687, -0.5882], [2.3509, 0.5041, 1.0535], [1.8972, -0.8564, 0.4197], [-0.6258, 0.1283, -0.4852], [-2.7578, -1.5898, 0.1442], [-1.3973, -0.1783, -0.3301], [2.3285, -1.2033, -0.7572], [2.1590, -2.1558, -1.1561], [3.1193, 0.2191, 1.7813], [1.4366, -1.4466, 1.1747], [-2.2819, 2.8253, -0.4297], [1.4578, 1.0454, 1.5709], [-0.7484, 1.9785, 0.1220], [-1.1695, -2.0395, -0.2122], [2.5120, 1.1720, 0.2394], [-1.8728, 2.0314, 0.1097], [-2.3942, -1.6326, -1.5939], [2.5828, -0.4378, -1.5585]],
  "forces_ev_per_angstrom": [[-0.02, -0.32, 0.57], [-0.20, -1.05, -0.33], [3.91, -2.65, 0.19], [-3.49, -0.79, 0.28], [1.15, 2.74, 2.23], [11.97, 3.24, -3.26], [-1.66, 0.03, 1.01], [-13.13, -1.18, 3.45], [-0.48, 1.36, -2.48], [-0.24, -1.42, -0.45], [0.10, 0.84, -0.38], [-0.28, -1.17, 0.06], [-0.12, 1.77, -0.77], [1.46, -1.24, -0.32], [-0.87, 0.93, 0.17], [-1.52, 0.07, -1.27], [1.36, 0.57, -0.38], [1.52, -1.12, 0.31], [0.19, 0.27, -0.07], [0.37, -0.87, 1.44]],
  "total_energy_ev": -8927.9961,
  "charge": 0,
  "relative_energy_ev": 6.015,
  "smiles": "C=CC.CNOC",
  "e_homo_ev": -8.288,
  "e_lumo_ev": 1.02
}